C2ClNO3 | ωB97M-V with the def2-TZVPD basis set

- E_tot (hartree) = -816.7271
- lowest unoccupied orbital energy (eV) = -2.26
- HOMO level (eV) = -10.95

```
7
Properties=species:S:1:pos:R:3:forces:R:3
O 0.6201 2.7973 0.0286 0.5 2.2 2.0
C 0.4718 1.7005 0.3641 0.7 2.4 -2.7
N 0.1878 0.6110 -0.0006 1.7 -5.6 2.0
C 0.1769 -0.8336 0.3955 1.6 4.1 1.2
O 0.5736 -1.5816 1.2104 2.9 0.7 1.3
O -0.9026 -1.1173 -0.1307 -8.2 -4.7 -6.0
Cl -1.1276 -1.5763 -1.8674 0.7 0.9 2.2
```
Forces are in eV/Å.

Charges obtained by Löwdin population analysis, quoted in units of e:
1 O 0.190
2 C -0.301
3 N 0.231
4 C -0.663
5 O 0.215
6 O -0.362
7 Cl 0.690